(1)
# C43H33Cl2HfN6O3

A molecular structure, C43H33Cl2HfN6O3 (ωB97M-V with the def2-TZVPD basis set, the OMol25 dataset).

Geometry as XYZ:
```
88
Properties=species:S:1:pos:R:3:lowdin_charge:R:1
Hf 0.55 -0.20 -0.77 1.7878
Cl -4.96 -2.27 -4.05 0.6939
C -3.30 -2.13 -3.62 -0.6797
C -2.82 -0.90 -3.18 -0.0307
C -1.50 -0.79 -2.80 -0.2206
N -0.88 0.35 -2.24 -0.0370
C -1.22 1.59 -2.65 -0.4700
O -2.17 1.93 -3.33 0.0989
C -0.22 2.61 -2.18 -0.1837
C -0.35 3.93 -2.57 0.0361
C 0.60 4.85 -2.16 -0.0127
C 1.64 4.40 -1.37 -0.0244
C 1.69 3.07 -1.01 -0.1444
N 0.78 2.16 -1.40 0.0414
C -0.64 -1.91 -2.90 -0.2284
C -1.11 -3.12 -3.36 -0.0330
C -2.45 -3.23 -3.71 -0.6821
Cl -3.03 -4.77 -4.24 0.6930
N 0.65 -1.61 -2.43 -0.0463
C 1.76 -2.27 -2.80 -0.4838
O 1.88 -3.40 -3.25 0.0810
C 2.98 -1.38 -2.65 -0.1929
C 4.18 -1.77 -3.22 0.0286
C 5.25 -0.88 -3.19 -0.0214
C 5.07 0.35 -2.58 -0.0321
C 3.84 0.64 -2.00 -0.1220
N 2.81 -0.21 -2.03 0.0390
H -3.49 -0.06 -3.12 0.1134
H -1.20 4.19 -3.19 0.1313
H 0.53 5.88 -2.46 0.1230
H 2.41 5.07 -1.02 0.1169
H 2.49 2.71 -0.38 0.0845
H -0.46 -3.98 -3.42 0.1102
H 4.24 -2.73 -3.70 0.1292
H 6.19 -1.14 -3.64 0.1215
H 5.86 1.09 -2.54 0.1154
H 3.68 1.58 -1.50 0.0894
O 2.22 -1.74 0.17 -0.1545
C 3.43 -1.25 0.75 -0.1239
C 3.06 -0.01 1.51 -0.2567
C 3.72 0.33 2.67 0.0078
C 3.30 1.44 3.39 -0.0126
C 2.22 2.16 2.92 -0.0115
C 1.60 1.75 1.75 -0.1343
N 2.02 0.69 1.03 0.0234
H 2.43 -2.47 -0.42 0.0927
H 4.16 -1.03 -0.04 0.1228
H 3.85 -2.00 1.42 0.1445
H 4.54 -0.28 3.02 0.1277
H 3.80 1.72 4.31 0.1237
H 1.82 3.01 3.45 0.1226
H 0.73 2.26 1.38 0.0987
C -2.36 -4.46 -0.13 -0.0280
C -2.88 -3.18 -0.17 -0.0135
C -2.00 -2.10 -0.15 -0.1355
N -0.67 -2.23 -0.13 -0.0151
C -0.19 -3.48 -0.08 -0.1092
C -0.99 -4.61 -0.07 -0.0259
H -3.02 -5.32 -0.14 0.1216
H -3.94 -2.99 -0.21 0.1254
H -2.38 -1.09 -0.16 0.1041
H 0.88 -3.61 -0.06 0.1002
H -0.52 -5.58 -0.03 0.1168
C -3.60 4.10 3.55 -0.0833
C -2.53 3.32 3.98 -0.0731
C -1.89 2.47 3.10 -0.0424
C -2.30 2.38 1.76 -0.2231
C -3.35 3.19 1.34 -0.0384
C -4.00 4.04 2.22 -0.0773
C -1.60 1.54 0.77 -0.1195
C -0.95 0.36 0.92 -0.2534
C -1.17 -0.41 2.17 -0.2872
C -0.14 -1.00 2.92 -0.0560
C -0.41 -1.77 4.04 -0.0773
C -1.72 -1.99 4.44 -0.0826
C -2.76 -1.44 3.69 -0.0621
C -2.48 -0.67 2.58 -0.0568
H -4.11 4.76 4.24 0.1047
H -2.21 3.37 5.01 0.1047
H -1.07 1.86 3.45 0.1057
H -3.67 3.16 0.30 0.1150
H -4.83 4.65 1.88 0.1063
H -1.61 2.00 -0.22 0.0738
H 0.89 -0.87 2.63 0.0822
H 0.40 -2.20 4.61 0.1025
H -1.93 -2.60 5.31 0.1037
H -3.79 -1.62 3.98 0.1088
H -3.30 -0.24 2.01 0.1246
```

Values from the calculation:
Kohn-Sham gap   6.8 eV
ΔE to the lowest compared entry with this formula, charge and spin   3.9 kJ/mol
Total charge   +1
E_HOMO   -10.02 eV

---

(2)
# C43H33F6NO4OsS3

A molecular structure, C43H33F6NO4OsS3 (ωB97M-V with the def2-TZVPD basis set, the OMol25 dataset).

Geometry as XYZ:
```
91
Properties=species:S:1:pos:R:3:mulliken_spin:R:1
Os 0.38 -0.65 0.36 2.2278
C 5.69 6.39 -1.05 0.0001
C 4.55 5.45 -0.81 0.0002
C 4.72 4.07 -0.92 0.0025
C 3.66 3.20 -0.69 0.0161
C 2.41 3.73 -0.38 0.0253
C 2.22 5.10 -0.26 -0.0002
C 3.29 5.95 -0.47 -0.0020
S 1.07 2.62 -0.09 0.0900
O 0.06 3.35 0.75 0.0767
C 0.35 2.49 -1.71 -0.0042
C 1.10 1.80 -2.68 -0.0241
C 0.61 1.68 -3.94 -0.0096
C -0.66 2.21 -4.28 0.0042
C -1.18 2.05 -5.59 0.0044
C -2.43 2.50 -5.91 -0.0029
C -3.22 3.12 -4.91 0.0043
C -2.74 3.29 -3.65 0.0283
C -1.44 2.87 -3.30 0.0001
C -0.89 3.03 -1.99 0.0794
C -1.70 3.75 -0.98 0.1517
C -1.94 5.15 -1.14 0.0243
C -1.17 5.92 -2.03 0.1407
C -1.42 7.28 -2.17 0.0238
C -2.42 7.90 -1.43 0.0153
C -3.18 7.16 -0.53 0.1694
C -2.95 5.78 -0.37 -0.0336
C -3.70 5.02 0.54 0.1703
C -3.42 3.67 0.74 0.0706
C -2.41 3.06 0.02 0.0740
S -2.09 1.28 0.24 0.0892
O -3.06 0.61 -0.64 0.0218
C -2.63 1.11 1.93 -0.0540
C -2.02 1.82 2.97 0.0108
C -2.46 1.59 4.26 -0.0009
C -3.48 0.68 4.54 0.0005
C -3.93 0.44 5.95 -0.0001
C -4.06 -0.01 3.48 0.0005
C -3.64 0.20 2.17 0.0034
H 6.64 5.86 -1.06 0.0000
H 5.73 7.16 -0.29 0.0000
H 5.58 6.89 -2.02 0.0000
H 5.69 3.67 -1.16 0.0001
H 3.80 2.13 -0.74 0.0001
H 1.25 5.49 0.04 -0.0016
H 3.16 7.02 -0.36 -0.0001
H 2.06 1.38 -2.42 0.0075
H 1.18 1.16 -4.71 -0.0024
H -0.57 1.56 -6.34 0.0000
H -2.82 2.38 -6.90 0.0000
H -4.23 3.44 -5.16 0.0003
H -3.38 3.74 -2.90 0.0029
H -0.38 5.45 -2.60 0.0294
H -0.82 7.86 -2.85 0.0010
H -2.61 8.96 -1.55 0.0017
H -3.96 7.64 0.05 0.0048
H -4.49 5.49 1.11 -0.0099
H -3.99 3.11 1.46 0.0205
H -1.23 2.53 2.77 -0.0001
H -2.01 2.15 5.07 -0.0002
H -4.12 1.39 6.46 0.0000
H -3.15 -0.08 6.51 0.0000
H -4.83 -0.16 5.98 0.0000
H -4.87 -0.71 3.67 0.0001
H -4.11 -0.31 1.34 -0.0013
O -1.35 -1.63 0.48 0.0772
N -1.53 -2.70 -0.33 0.0190
C -2.65 -3.42 -0.13 0.0075
C -2.89 -4.52 -0.91 0.0128
C -1.97 -4.88 -1.89 0.0017
C -0.83 -4.12 -2.06 0.0307
C -0.61 -3.00 -1.26 -0.0006
S 0.78 -1.95 -1.39 0.1197
H -3.29 -3.05 0.65 0.0028
H -3.79 -5.09 -0.75 0.0007
H -2.13 -5.75 -2.51 0.0004
H -0.09 -4.37 -2.81 0.0027
C 4.14 0.08 2.19 0.0054
C 2.70 -0.37 2.07 0.0310
O 2.27 -0.29 0.74 0.1248
C 2.56 -1.83 2.55 0.0176
F 3.24 -2.64 1.73 -0.0027
F 2.99 -2.01 3.79 0.0018
F 1.25 -2.22 2.50 0.0184
C 1.77 0.55 2.88 -0.0015
F 1.99 1.83 2.63 0.0034
F 1.76 0.35 4.18 0.0011
F 0.45 0.31 2.44 0.0816
H 4.75 -0.55 1.53 0.0017
H 4.51 -0.01 3.21 -0.0015
H 4.23 1.11 1.86 -0.0026
```

Values from the calculation:
2S+1   5
Kohn-Sham gap (alpha / beta)   7.4 / 4.7 eV
ΔE to the lowest compared entry with this formula, charge and spin   204.9 kJ/mol
Total charge   +2
⟨S²⟩   6.04
E_HOMO (alpha / beta)   -13.11 / -13.19 eV

---

(3)
# C43H34F3HfNP2Se3Te

A molecular structure, C43H34F3HfNP2Se3Te in a non-equilibrium geometry (ωB97M-V with the def2-TZVPD basis set, the OMol25 dataset).

Geometry as XYZ:
```
88
Properties=species:S:1:pos:R:3:lowdin_charge:R:1
Hf -3.81 -21.94 3.73 0.9556
Se -2.09 -21.72 5.81 0.1362
Se -2.31 -19.57 4.87 -0.1094
Te -4.72 -19.03 5.33 0.3302
Se -5.65 -19.84 3.16 -0.1241
C -2.00 -26.15 3.74 -0.3779
C -3.14 -25.27 4.23 -0.4540
P -3.79 -25.35 5.98 1.0491
C -2.34 -24.93 6.99 -0.4303
C -2.58 -24.95 8.37 -0.1081
C -1.57 -24.60 9.28 -0.0669
C -0.30 -24.23 8.81 -0.0790
C -0.06 -24.19 7.44 -0.0857
C -1.07 -24.53 6.53 -0.1775
C -3.86 -27.14 6.24 -0.3874
C -2.75 -27.91 6.62 -0.0780
C -2.90 -29.29 6.85 -0.0815
C -4.14 -29.91 6.68 -0.0868
C -5.25 -29.14 6.29 -0.0795
C -5.11 -27.77 6.07 -0.1027
P -1.30 -25.24 2.25 1.0824
C -0.18 -26.45 1.50 -0.3947
C 0.41 -27.53 2.16 -0.1060
C 1.37 -28.32 1.50 -0.0753
C 1.71 -28.06 0.17 -0.0784
C 1.09 -27.00 -0.51 -0.0768
C 0.16 -26.21 0.15 -0.1035
C -0.04 -24.24 3.12 -0.3647
C -0.22 -22.86 3.26 -0.1736
C 0.72 -22.05 3.89 -0.1022
C 1.89 -22.62 4.42 -0.0668
C 2.08 -24.00 4.32 -0.0776
C 1.14 -24.80 3.66 -0.0728
H -2.38 -27.13 3.41 0.0928
H -1.23 -26.34 4.49 0.0634
H -4.04 -25.37 3.60 0.0769
H -2.91 -24.19 4.08 -0.0354
H -3.55 -25.26 8.73 0.1019
H -1.81 -24.63 10.34 0.1024
H 0.47 -23.97 9.51 0.0987
H 0.91 -23.89 7.07 0.0944
H -0.91 -24.46 5.46 0.0515
H -1.79 -27.44 6.78 0.0995
H -2.04 -29.87 7.16 0.1000
H -4.26 -30.96 6.89 0.0981
H -6.22 -29.60 6.16 0.0988
H -5.96 -27.17 5.79 0.0894
H 0.14 -27.75 3.18 0.0956
H 1.83 -29.12 2.05 0.0989
H 2.45 -28.67 -0.33 0.1002
H 1.33 -26.78 -1.55 0.1039
H -0.32 -25.39 -0.36 0.0852
H -1.15 -22.41 2.91 0.0362
H 0.55 -20.98 3.96 0.0944
H 2.63 -22.01 4.90 0.1037
H 2.96 -24.46 4.73 0.1018
H 1.32 -25.87 3.60 0.0896
F -12.90 -22.53 6.45 0.1127
C -12.28 -22.29 5.25 -0.5091
F -12.63 -21.00 4.90 0.1079
F -12.91 -23.10 4.33 0.1021
C -10.83 -22.50 5.29 -0.1083
C -10.01 -21.62 6.04 0.0018
C -8.65 -21.75 6.01 -0.0054
C -8.04 -22.75 5.22 -0.2326
C -8.87 -23.66 4.52 -0.0080
C -10.23 -23.55 4.54 0.0084
C -6.65 -22.83 5.02 -0.1227
C -5.43 -22.95 4.70 -0.2400
H -10.48 -20.84 6.63 0.1314
H -8.01 -21.07 6.56 0.1170
H -8.38 -24.44 3.97 0.1155
H -10.86 -24.23 3.99 0.1186
C -3.53 -22.17 1.46 -0.2908
C -2.34 -21.48 0.99 -0.3461
C -2.17 -20.08 1.22 -0.0738
C -0.98 -19.44 0.89 -0.0191
C 0.05 -20.16 0.29 -0.2515
C -0.10 -21.52 -0.01 -0.0239
C -1.28 -22.17 0.31 -0.0559
C 1.29 -19.53 -0.01 -0.1955
N 2.31 -19.03 -0.26 0.1471
H -3.56 -23.23 1.18 0.0413
H -4.46 -21.63 1.19 0.0319
H -2.97 -19.51 1.66 0.0596
H -0.83 -18.39 1.07 0.1190
H 0.72 -22.03 -0.49 0.1204
H -1.40 -23.22 0.10 0.0741
```

Values from the calculation:
Kohn-Sham gap   6.7 eV
ΔE to the lowest compared entry with this formula, charge and spin   0.0 kJ/mol
E_HOMO   -7.74 eV